The following is a quantum chemistry calculation of a 11-piece molecular cluster, C22H66O11 overall in a non-equilibrium geometry, from the Open Molecules 2025 dataset.

As for the HOMO energy: -9.62 eV. The orbital gap comes out at 9.870 eV. The SMILES is CCO.CCO.CCO.CCO.CCO.CCO.CCO.CCO.CCO.CCO.CCO.

Each line ends with the Löwdin charge.
Atoms and positions in Å:
C -0.58069 -4.89691 2.63986  -0.08
C -0.94313 -3.49784 2.21200  -0.34
O -1.34622 -2.70115 3.29843  -0.08
H -1.40219 -5.56847 2.89370  0.07
H -0.02922 -4.85927 3.58602  0.07
H 0.03275 -5.39730 1.88900  0.07
H -1.77048 -3.60711 1.49333  0.11
H -0.18326 -2.97342 1.61307  0.09
H -1.97643 -2.04339 2.95810  0.05
C -2.37370 3.44051 -2.86069  -0.07
C -1.70886 2.58116 -1.81262  -0.30
O -2.60176 1.54528 -1.43464  -0.09
H -3.27661 3.91896 -2.48449  0.08
H -2.66869 2.79261 -3.69190  0.08
H -1.70596 4.14462 -3.35770  0.07
H -1.28522 3.08559 -0.93908  0.11
H -0.82191 2.13697 -2.28895  0.09
H -2.19930 0.99763 -0.74825  0.07
C -1.43329 1.63010 5.84481  -0.09
C -0.20052 2.00621 5.06316  -0.31
O 0.91122 1.75621 5.93687  -0.11
H -1.64667 2.27907 6.69332  0.08
H -1.39194 0.59926 6.19894  0.08
H -2.34950 1.73138 5.24281  0.06
H -0.21529 3.09380 4.94988  0.11
H -0.08831 1.51273 4.09525  0.09
H 1.11830 0.80423 5.90880  0.02
C 1.37043 -1.10135 4.26522  -0.09
C 1.84936 -1.68018 5.58546  -0.29
O 1.46150 -0.86965 6.69360  -0.08
H 1.53734 -1.76816 3.42227  0.07
H 1.69893 -0.07505 4.10865  0.07
H 0.27743 -1.11664 4.34053  0.07
H 2.93902 -1.76899 5.52567  0.11
H 1.47603 -2.70127 5.68540  0.11
H 1.96331 -1.09745 7.47907  0.10
C 1.62195 0.28599 -0.15501  -0.08
C 0.59893 -0.01725 0.95551  -0.24
O -0.61483 -0.30576 0.24933  -0.12
H 1.65461 -0.48043 -0.93197  0.05
H 2.67384 0.35554 0.14830  0.08
H 1.48877 1.21403 -0.71714  0.05
H 0.60888 0.77243 1.70011  0.11
H 0.93683 -0.97213 1.36818  0.09
H -0.36748 -1.03114 -0.34563  0.06
C -4.76595 0.51149 1.70194  -0.07
C -3.51673 0.61282 2.61251  -0.27
O -2.58447 -0.41814 2.28023  -0.11
H -4.99457 -0.54527 1.56800  0.08
H -4.80037 1.07989 0.77247  0.06
H -5.62341 0.94806 2.22880  0.07
H -3.88568 0.57429 3.63287  0.10
H -3.00958 1.54377 2.34611  0.11
H -2.02554 -0.04743 1.58731  0.04
C 4.76544 1.33369 -3.42596  -0.09
C 4.60617 -0.13697 -3.02008  -0.30
O 4.12714 -0.83866 -4.16190  -0.08
H 5.68411 1.57360 -3.96611  0.07
H 5.08310 1.90337 -2.53668  0.07
H 3.86798 1.78617 -3.83265  0.05
H 4.01591 -0.18857 -2.10140  0.09
H 5.59484 -0.53952 -2.80044  0.11
H 3.16535 -0.77729 -4.22053  0.05
C -3.14136 -2.22785 -1.23389  -0.08
C -3.43993 -1.54549 -2.56829  -0.32
O -4.25352 -0.39748 -2.35073  -0.09
H -4.07535 -2.49702 -0.73603  0.08
H -2.59975 -1.50595 -0.63180  0.05
H -2.70342 -3.19381 -1.49839  0.07
H -3.83385 -2.20771 -3.33992  0.11
H -2.46628 -1.23443 -2.97247  0.09
H -3.66102 0.37114 -2.26666  0.03
C 0.67562 -4.51308 -2.92186  -0.07
C 0.76448 -2.99700 -2.73928  -0.27
O 0.46067 -2.68165 -1.37671  -0.12
H 1.43718 -5.00453 -2.30813  0.07
H 0.96947 -4.84882 -3.92047  0.07
H -0.28391 -4.96120 -2.67578  0.07
H -0.00962 -2.46509 -3.29405  0.10
H 1.73249 -2.56028 -2.99504  0.11
H 1.22432 -2.85349 -0.81594  0.09
C 1.08914 1.70130 -4.49222  -0.10
C 0.18333 0.69518 -5.14119  -0.31
O 1.02634 -0.39098 -5.53588  -0.08
H 1.90351 2.00169 -5.15705  0.08
H 1.59363 1.24938 -3.63673  0.06
H 0.54511 2.62581 -4.29257  0.07
H -0.35719 1.11189 -5.99467  0.12
H -0.56222 0.36700 -4.40766  0.10
H 0.53127 -1.01093 -6.08000  0.09
C 2.78811 3.77784 -1.15162  -0.10
C 1.64890 4.49697 -0.48955  -0.33
O 2.10565 5.54509 0.37871  -0.07
H 2.33498 2.98716 -1.75684  0.05
H 3.49181 3.34455 -0.44120  0.08
H 3.29272 4.44810 -1.84906  0.09
H 1.07093 3.78312 0.11591  0.10
H 0.89294 4.89071 -1.16976  0.11
H 2.88313 5.17049 0.80575  0.07